Density functional theory data (ωB97M-V/def2-TZVPD) for a molecular structure, H10LiO5.

Last column: natural (NBO) charge in e.
Atoms and positions in Å:
Li -0.179 0.192 0.098  0.895
O 1.424 1.186 -0.652  -0.933
H 1.894 0.570 -1.019  0.466
H 1.372 1.821 -1.389  0.492
O 0.415 -1.658 -0.920  -0.968
H 0.815 -2.096 -1.687  0.493
H 0.360 -2.509 -0.509  0.494
O -1.470 0.243 -1.581  -0.965
H -0.804 -0.328 -2.120  0.491
H -1.433 1.118 -2.046  0.492
O -1.310 1.565 1.255  -0.939
H -2.006 1.200 1.619  0.470
H -0.818 1.914 2.058  0.495
O 0.561 -0.899 1.961  -0.962
H 1.232 -0.820 2.614  0.498
H -0.047 -1.506 2.315  0.483

Properties
**Relative energy (zero: lowest compared OMol25 entry of this formula, charge and spin)**: 136.6 kJ/mol
**Charge**: +1
**HOMO energy**: -15.8 eV
**Orbital gap**: 12.375 eV